{"formula": "C43H105N5O19", "method": "the ωB97M-V functional and the def2-TZVPD basis", "orbital_gap_ev": [8.50, 2.98], "total_energy_ev": -92629.3303, "multiplicity": 2, "e_homo_ha": [-0.3898, -0.3898], "total_charge": 1, "s_squared": 0.755, "elements": ["C", "O", "C", "C", "O", "C", "H", "H", "H", "H", "H", "H", "H", "H", "H", "H", "C", "O", "C", "C", "O", "C", "H", "H", "H", "H", "H", "H", "H", "H", "H", "H", "C", "O", "C", "C", "O", "C", "H", "H", "H", "H", "H", "H", "H", "H", "H", "H", "C", "O", "C", "C", "O", "C", "H", "H", "H", "H", "H", "H", "H", "H", "H", "H", "C", "O", "C", "C", "O", "C", "H", "H", "H", "H", "H", "H", "H", "H", "H", "H", "C", "O", "C", "C", "O", "C", "H", "H", "H", "H", "H", "H", "H", "H", "H", "H", "C", "O", "C", "C", "O", "C", "H", "H", "H", "H", "H", "H", "H", "H", "H", "H", "C", "C", "O", "N", "C", "H", "H", "H", "H", "H", "H", "H", "C", "C", "O", "N", "C", "H", "H", "H", "H", "H", "H", "H", "C", "C", "O", "N", "C", "H", "H", "H", "H", "H", "H", "H", "C", "C", "O", "N", "C", "H", "H", "H", "H", "H", "H", "H", "C", "C", "O", "N", "C", "H", "H", "H", "H", "H", "H", "H"], "positions_angstrom": [[3.181002, 9.373111, 1.337832], [1.915089, 8.895549, 1.000244], [1.875775, 7.452194, 0.890953], [0.524448, 6.817387, 0.941891], [-0.393426, 7.442193, 0.093393], [-0.230874, 7.285733, -1.283648], [3.532700, 8.950433, 2.278972], [3.158880, 10.462858, 1.345515], [3.854828, 9.044038, 0.546779], [2.427512, 6.955320, 1.688947], [2.445895, 7.082254, 0.038775], [0.248957, 6.868309, 1.995272], [0.628898, 5.741888, 0.798770], [0.824170, 7.325081, -1.554623], [-0.768311, 8.127642, -1.720053], [-0.612847, 6.342297, -1.673673], [3.077002, 3.090413, -0.040180], [3.081772, 3.774206, -1.284543], [4.033961, 4.872781, -1.302566], [4.018688, 5.585618, -2.628473], [2.859597, 6.450884, -2.629552], [2.574123, 6.887509, -3.961589], [3.923159, 2.431562, 0.154832], [2.245580, 2.387508, 0.012367], [3.068767, 3.792602, 0.793462], [5.037554, 4.455956, -1.217886], [3.956416, 5.542117, -0.445793], [3.947989, 4.789415, -3.369529], [4.947834, 6.099870, -2.874067], [3.500853, 7.255332, -4.402005], [1.803090, 7.657719, -3.981035], [2.273692, 6.084568, -4.634736], [4.695369, 4.400007, -5.828556], [5.234120, 5.751484, -5.862709], [6.592365, 5.889245, -6.360049], [7.668046, 5.580378, -5.317427], [7.790813, 4.184886, -5.094017], [8.588947, 3.721767, -3.995564], [4.767628, 3.839809, -6.760784], [3.619874, 4.457385, -5.660879], [5.135057, 3.880755, -4.977005], [6.659831, 6.958220, -6.562164], [6.764111, 5.340626, -7.286125], [7.481728, 6.068383, -4.360755], [8.651862, 5.962739, -5.589479], [8.211340, 4.058284, -3.030030], [9.585333, 4.163132, -3.972611], [8.705136, 2.639744, -3.933798], [5.603054, 9.241615, -3.380059], [6.551997, 10.032295, -2.725101], [6.243811, 10.874217, -1.589227], [7.493039, 11.479031, -0.983502], [8.375749, 10.491817, -0.520540], [9.663634, 10.902790, -0.581095], [4.775875, 8.961609, -2.727782], [6.074502, 8.305690, -3.679891], [5.354583, 9.778052, -4.295803], [5.643396, 10.286492, -0.894825], [5.591384, 11.692961, -1.892696], [7.172092, 12.158865, -0.194261], [7.888419, 12.168019, -1.729864], [9.788926, 11.793719, 0.034256], [10.095059, 11.118870, -1.558475], [10.342453, 10.157052, -0.167352], [0.626703, 4.080522, -3.374087], [-0.596754, 3.660545, -2.887639], [-0.479205, 3.209657, -1.535145], [-1.755569, 2.538630, -1.069945], [-2.222419, 1.569515, -1.979343], [-3.436176, 0.993149, -1.469446], [1.015565, 4.842340, -2.698419], [0.528885, 4.543092, -4.356203], [1.271333, 3.203364, -3.317994], [-0.237668, 3.982857, -0.805824], [0.200111, 2.357543, -1.558044], [-2.535239, 3.295988, -0.988582], [-1.656705, 2.177209, -0.046365], [-3.353353, 0.529159, -0.486607], [-3.990245, 0.445724, -2.231964], [-4.075687, 1.868169, -1.353398], [1.030479, -3.558378, 0.058286], [0.920724, -2.361326, 0.769747], [-0.416235, -1.799218, 0.891035], [-0.533729, -0.266072, 1.171729], [-0.112935, 0.096144, 2.436864], [1.275460, 0.041931, 2.727598], [0.371321, -4.351179, 0.411923], [2.047706, -3.944921, -0.004464], [0.770856, -3.281671, -0.963549], [-0.957957, -2.307975, 1.688408], [-0.995897, -2.037061, -0.000887], [-1.566627, 0.079122, 1.126410], [0.008243, 0.241406, 0.373705], [1.879497, 0.750851, 2.161300], [1.770063, -0.926441, 2.651940], [1.366859, 0.425413, 3.743811], [2.995675, 7.121829, 6.383870], [2.191987, 6.258809, 5.676401], [0.922168, 6.692581, 5.218163], [0.192791, 5.534870, 4.573780], [0.879617, 5.023688, 3.395870], [0.349894, 3.734179, 3.087612], [3.184205, 8.013638, 5.786176], [3.873000, 6.723122, 6.893203], [2.441009, 7.383638, 7.284920], [1.029900, 7.418925, 4.412608], [0.391271, 7.241669, 5.995813], [-0.810095, 5.751137, 4.205590], [0.073401, 4.762256, 5.333330], [-0.567004, 3.842700, 2.508289], [0.217848, 2.962299, 3.845807], [1.075972, 3.370627, 2.360474], [-1.186847, 6.880359, -4.980651], [-1.748291, 8.288282, -4.879756], [-1.077809, 9.208649, -4.306235], [-2.953863, 8.512868, -5.416960], [-3.617329, 9.823041, -5.313203], [-1.901206, 6.173069, -5.401983], [-0.858224, 6.530070, -4.002181], [-0.262482, 6.967109, -5.551734], [-3.606187, 7.758691, -5.577540], [-3.364555, 10.189897, -4.318405], [-4.700112, 9.717871, -5.381235], [-3.254983, 10.563193, -6.026620], [1.279315, 10.510160, -5.699595], [1.999406, 10.774649, -4.394643], [3.040710, 11.390921, -4.400358], [1.332966, 10.403271, -3.360692], [1.739454, 10.607945, -1.973932], [1.191833, 9.428622, -5.803141], [1.797860, 11.000709, -6.523346], [0.338541, 11.058948, -5.656374], [0.457106, 9.929046, -3.528236], [1.600907, 9.638530, -1.495239], [1.107458, 11.286040, -1.400462], [2.760671, 10.947963, -1.801870], [11.913994, 3.470770, -1.412706], [10.813742, 3.526681, -0.371136], [11.118090, 3.929447, 0.748602], [9.617909, 3.183878, -0.796992], [8.406726, 3.070418, -0.014327], [12.320998, 2.484620, -1.636198], [12.718163, 4.116094, -1.059219], [11.682524, 3.931104, -2.373240], [9.670733, 2.717826, -1.691486], [8.592446, 3.303494, 1.034133], [7.953439, 2.081671, -0.085007], [7.719163, 3.789152, -0.460181], [5.096053, 2.143666, 2.658241], [5.222638, 0.615182, 2.576536], [5.503336, 0.088378, 1.504703], [5.021245, -0.010872, 3.692866], [5.223099, -1.465759, 3.871498], [5.544050, 2.557419, 3.561688], [4.051416, 2.395562, 2.840937], [5.344171, 2.598414, 1.699213], [4.582917, 0.499311, 4.446316], [6.211988, -1.750640, 3.512286], [4.556079, -2.107665, 3.296044], [5.286825, -1.686555, 4.936989], [7.774559, 6.396756, 1.967171], [6.330288, 5.884951, 2.095969], [5.902228, 5.194194, 1.191011], [5.726381, 6.181611, 3.242010], [4.326830, 5.817904, 3.573212], [8.359761, 5.712253, 2.581239], [7.826827, 7.435192, 2.294285], [8.140645, 6.275200, 0.947705], [6.322929, 6.795584, 3.777977], [3.765851, 6.727355, 3.788406], [4.234495, 5.078563, 4.368795], [3.925572, 5.444882, 2.630901]], "forces_ev_per_angstrom": [[0.29, -0.43, -0.65], [-1.44, -1.26, 0.04], [1.55, -0.14, -0.09], [0.22, 0.59, 0.46], [-1.02, -0.01, 0.82], [0.47, 0.24, 0.01], [0.07, 0.18, 0.24], [-0.07, -0.07, 0.24], [0.62, 0.08, -0.03], [0.15, 0.34, 0.65], [0.00, 0.60, -0.73], [-0.98, 0.43, -0.25], [0.14, -0.22, -0.51], [0.22, 0.10, -0.22], [-0.02, -0.13, -0.31], [-0.27, -0.23, 0.08], [0.21, -0.18, 0.13], [0.42, 0.86, 0.23], [0.72, -1.01, -0.08], [-1.33, -0.55, 0.57], [0.26, 0.06, -1.13], [0.83, -0.17, 0.21], [0.57, 0.17, -0.55], [-0.45, 0.43, -0.22], [-0.31, 0.17, 0.15], [0.21, -0.22, 0.20], [-0.45, 0.01, 0.07], [-0.44, 0.09, -0.29], [0.01, 0.45, 0.35], [0.08, 0.41, -0.18], [-0.06, 0.02, 0.38], [-0.25, -0.34, 0.20], [0.15, 0.76, 0.39], [0.24, -0.96, -0.66], [-0.46, 0.15, 1.13], [0.52, -0.62, 0.74], [-0.08, -1.33, 0.10], [0.03, 1.41, 0.24], [0.67, 0.13, -0.11], [0.00, 0.41, 0.17], [0.11, -0.36, -0.31], [0.14, 0.01, -0.18], [-0.13, -0.21, 0.03], [-0.58, 0.25, 0.17], [0.11, 0.24, -0.62], [-0.67, 0.04, 0.11], [0.36, 0.03, -0.60], [-0.43, 0.04, -0.69], [0.37, 0.31, 0.25], [1.43, 0.86, 1.03], [-0.73, -1.18, -0.97], [-0.92, -0.18, -0.46], [-1.87, -0.47, -0.69], [2.61, 0.66, 0.80], [-0.48, 0.20, -0.09], [0.17, -0.05, 0.02], [-0.80, -0.17, -0.09], [0.20, -0.21, 0.45], [-0.07, 0.38, -0.22], [-0.08, -0.07, 0.52], [0.70, -0.34, -0.30], [0.26, 0.35, 0.09], [-0.54, 0.08, -0.53], [-0.32, -0.27, 0.19], [0.66, 0.19, 0.73], [-1.93, 0.22, 1.05], [-0.76, -1.73, -0.99], [-1.04, 1.20, -0.58], [0.24, -1.24, 0.58], [-0.31, 1.95, -0.66], [0.50, 0.11, -0.03], [-0.14, -0.49, -0.17], [0.69, 0.24, -0.59], [0.46, 0.16, -0.15], [0.97, 0.33, 0.28], [-0.32, 0.41, -0.01], [0.43, -0.40, 0.11], [0.26, -0.43, -0.21], [0.77, -0.62, 0.08], [-0.51, 0.10, 0.53], [-0.68, 0.26, -1.21], [-0.27, 1.68, 1.36], [-0.22, -0.47, 0.00], [0.96, -1.43, -0.90], [0.67, 0.26, 0.93], [0.23, 0.60, 0.50], [-0.12, -0.03, 0.16], [0.10, 0.39, 0.59], [-0.25, -0.59, -0.45], [0.14, -0.18, 0.35], [0.08, 0.16, -0.45], [-0.16, -0.51, -0.20], [0.32, 0.36, -0.10], [-0.16, 0.12, -0.69], [-0.46, -0.22, -0.11], [-0.10, -0.32, 0.21], [-1.20, 1.40, 1.32], [-0.26, -2.30, -0.85], [0.82, 0.68, -0.91], [0.04, -0.67, -0.14], [-0.33, -0.37, 2.25], [0.80, 0.37, -1.96], [0.48, 0.25, 0.18], [0.32, -0.72, -1.15], [-0.33, 0.87, 0.19], [0.44, 0.49, -0.21], [-0.44, -0.46, 0.28], [-0.22, 0.69, 0.42], [0.19, -0.40, -0.09], [-0.47, 0.00, 0.23], [0.16, 0.54, 0.58], [0.00, -0.44, 0.00], [-0.10, 0.63, 0.29], [1.13, 0.72, 1.32], [-1.14, -1.36, -1.35], [-0.70, 0.69, -0.08], [0.52, -0.03, 0.90], [0.28, 0.01, -0.13], [-0.26, 0.08, 0.12], [-0.14, -0.24, -0.37], [0.64, -0.28, -0.20], [-0.22, 0.29, -0.01], [0.21, -0.13, -0.17], [0.00, -0.29, -0.19], [0.60, 0.93, -1.29], [-3.59, -1.32, 0.12], [2.94, 1.56, -0.32], [0.76, 0.53, 1.50], [-0.15, -0.69, 1.11], [-0.12, 0.20, -0.13], [0.31, -0.52, -0.08], [-0.20, -0.48, 0.37], [-0.73, -0.43, -0.27], [0.26, 0.00, 0.23], [-0.32, 0.17, -0.55], [0.07, -0.17, -0.67], [0.74, 0.65, -0.55], [2.55, 0.95, 1.05], [-0.89, -0.23, -0.17], [-0.82, -1.21, -0.81], [-0.33, 0.35, -0.32], [-0.16, -0.13, 0.30], [0.08, -0.36, 0.30], [-0.62, -0.16, -0.13], [-0.49, 0.08, 0.11], [0.11, 0.09, -0.21], [0.18, -0.08, 0.00], [-0.41, 0.01, 0.51], [-0.92, -0.44, 0.27], [0.57, 2.29, -3.02], [0.08, -0.24, 0.42], [-0.64, -2.44, 2.77], [0.87, 0.43, -0.22], [0.72, 0.09, -0.36], [-0.45, -0.11, -0.21], [0.49, 0.08, 0.49], [0.28, -0.15, -0.06], [0.13, 0.35, -0.24], [-0.46, 0.27, 0.34], [-0.63, -0.02, -0.09], [-0.73, -0.31, 0.26], [1.86, -0.27, -1.51], [-1.18, -0.44, -0.22], [-0.51, 0.22, 0.77], [0.88, 0.70, -0.89], [0.33, 0.35, 0.23], [0.43, -0.06, 0.08], [-0.29, 0.17, 0.08], [-0.75, -0.07, 0.63], [0.05, -0.19, 0.33], [0.06, 0.18, -0.08], [-0.07, -0.35, 0.19]]}